1.
This record from the Open Molecules 2025 dataset describes the ion C5H12N3O2 with charge -1 at a distorted geometry. The level of theory is the ωB97M-V functional and the def2-TZVPD basis.

strongest force on any atom = 2.9 eV/A
SMILES = CCC(C)(C)/N=N/N([O-])O
ΔE to the lowest compared entry with this formula, charge and spin = 29.7 kcal/mol
E_tot = -512.3033 hartree
orbital gap = 6.2251 eV
multiplicity = 1
total charge = -1
LUMO energy = 3.7 eV

Last column: natural (NBO) charge in e.
CARTESIAN COORDINATES (ANGSTROEM)
C1 1.46759 -2.02261 0.26526  -0.60
C2 1.64462 -0.54515 -0.13014  -0.39
C3 0.37496 0.39722 0.00067  0.10
C4 0.25669 1.17549 -1.31002  -0.62
C5 0.48460 1.46620 1.13793  -0.64
N1 -0.78224 -0.50510 0.11432  -0.62
N2 -1.81920 0.19584 0.60786  -0.09
N3 -2.95705 -0.01894 0.26015  0.46
O1 -3.97944 0.67500 0.49820  -0.59
O2 -3.25828 -1.20355 -0.57706  -0.65
H1 0.79109 -2.16008 1.15493  0.23
H2 1.05569 -2.62968 -0.47604  0.20
H3 2.39179 -2.41036 0.62942  0.18
H4 2.41642 -0.09368 0.39714  0.19
H5 1.89187 -0.44669 -1.18959  0.18
H6 1.10722 1.81901 -1.44554  0.17
H7 0.28125 0.44057 -2.07153  0.20
H8 -0.62455 1.87285 -1.33891  0.21
H9 0.87826 2.45996 0.70089  0.18
H10 -0.47904 1.65743 1.66551  0.24
H11 1.15075 1.36260 1.92750  0.19
H12 -2.29300 -1.48634 -0.82095  0.49

---

2.
This record from the Open Molecules 2025 dataset describes a structure of composition C8H17BrGaN4O3P2 at a distorted geometry. The level of theory is the ωB97M-V functional and the def2-TZVPD basis.

strongest force on any atom = 10.4 eV/A
E_tot = -5941.2621 hartree
orbital gap = 7.0178 eV
multiplicity = 1
total charge = -1
LUMO energy = 2.4 eV

Last column: natural (NBO) charge in e.
CARTESIAN COORDINATES (ANGSTROEM)
O1 2.77288 -0.17768 1.89643  -1.11
P1 3.06527 0.05365 0.35448  1.93
O2 3.51659 1.71379 0.05651  -0.96
O3 4.37336 -1.05170 -0.09020  -1.02
P2 1.21715 -0.45700 -0.71075  -0.44
Ga1 -0.69969 0.12542 0.49451  0.73
Br1 -2.80245 -0.33266 -0.67385  -0.57
H1 4.51076 1.80219 0.16990  0.49
H2 4.76338 -1.46101 0.75097  0.51
H3 1.24897 -1.90229 -0.81259  0.06
H4 -0.68332 1.71269 0.82823  -0.32
H5 -0.79496 -0.65746 1.90431  -0.31
C1 -1.14920 4.89069 2.41610  -0.71
C2 -2.16138 3.87875 1.90439  0.28
N1 -3.00106 3.03912 1.47995  -0.31
H6 -0.92990 4.69838 3.46997  0.25
H7 -0.22285 4.81540 1.84007  0.26
H8 -1.55034 5.90293 2.31479  0.24
C3 0.52295 -3.71610 3.63084  -0.71
C4 0.16766 -3.27191 2.22129  0.30
N2 -0.12722 -2.90346 1.05190  -0.33
H9 -0.38118 -3.77103 4.24342  0.25
H10 0.99486 -4.70207 3.60322  0.24
H11 1.21659 -3.00178 4.08298  0.26
C5 -6.02751 -0.53909 -2.02304  -0.72
C6 -7.38441 -0.60198 -2.70513  0.31
N3 -8.51009 -0.65427 -3.27106  -0.39
H12 -5.68769 -1.54847 -1.77526  0.26
H13 -5.29710 -0.07072 -2.68843  0.27
H14 -6.09954 0.04820 -1.10341  0.27
C7 4.56943 -0.67616 -3.75231  -0.72
C8 3.48191 0.37278 -3.91779  0.28
N4 2.57976 1.24311 -4.05506  -0.32
H15 5.52435 -0.28304 -4.11190  0.24
H16 4.66988 -0.94584 -2.69742  0.27
H17 4.31413 -1.57140 -4.32605  0.25

---

3.
This record from the Open Molecules 2025 dataset describes the molecule C17H18N4 at a distorted geometry. The level of theory is the ωB97M-V functional and the def2-TZVPD basis.

strongest force on any atom = 4.6 eV/A
SMILES = CCCCNc1cc(-c2ccccn2)c2nccnc2c1
ΔE to the lowest compared entry with this formula, charge and spin = 83.0 kcal/mol
E_tot = -877.5180 hartree
orbital gap = 7.6850 eV
multiplicity = 1
LUMO energy = -0.4 eV

Last column: natural (NBO) charge in e.
CARTESIAN COORDINATES (ANGSTROEM)
C1 3.03445 -1.64372 1.77031  -0.62
C2 4.18607 -0.66974 1.26826  -0.40
C3 3.44447 0.60671 0.63268  -0.43
C4 3.09749 0.22221 -0.85911  -0.22
N1 2.24394 1.19676 -1.57593  -0.61
C5 0.89422 1.22620 -1.07757  0.19
C6 -0.03007 0.05161 -1.18174  -0.25
C7 -1.39762 0.19615 -0.65514  -0.02
C8 -2.28084 -1.10295 -0.76358  0.19
C9 -1.60893 -2.34401 -0.42283  -0.28
C10 -2.34965 -3.61453 -0.49095  -0.16
C11 -3.75622 -3.40612 -0.87542  -0.28
C12 -4.22677 -2.06665 -1.17422  0.03
N2 -3.57084 -0.86081 -1.17036  -0.38
C13 -1.90253 1.47715 -0.03970  0.16
N3 -3.20876 1.51054 0.42914  -0.35
C14 -3.54952 2.72387 0.93334  -0.02
C15 -2.61045 3.88090 0.97747  0.01
N4 -1.31272 3.88770 0.57319  -0.37
C16 -0.99306 2.63585 0.05722  0.12
C17 0.40578 2.45281 -0.46765  -0.27
H1 2.60980 -1.25337 2.73582  0.21
H2 3.38658 -2.70620 1.89856  0.21
H3 2.18694 -1.59770 1.02111  0.20
H4 4.76462 -1.14227 0.41785  0.20
H5 4.88885 -0.36713 2.08986  0.21
H6 4.17022 1.47056 0.71635  0.21
H7 2.51302 0.84373 1.21506  0.21
H8 4.08413 0.19744 -1.41891  0.20
H9 2.69650 -0.82932 -0.92012  0.20
H10 2.61628 2.14416 -1.47483  0.37
H11 0.27283 -0.92663 -1.64161  0.23
H12 -0.53007 -2.34348 -0.13991  0.23
H13 -1.91448 -4.61623 -0.27937  0.23
H14 -4.44831 -4.27822 -0.96185  0.23
H15 -5.31620 -1.98869 -1.45996  0.19
H16 -4.58959 2.87058 1.31112  0.21
H17 -3.01369 4.84914 1.38764  0.20
H18 1.11409 3.31366 -0.38421  0.22